1.
Density functional theory data (ωB97M-V/def2-TZVPD) for CHN3O3S as an isolated structure in a non-equilibrium geometry.

The geometry in XYZ format:
```
9
Properties=species:S:1:pos:R:3:forces:R:3:nbo_charge:R:1
C 0.7666 -2.3491 0.2498 -0.2 0.2 -0.1 -0.041
N 1.4497 -3.1801 0.6459 1.0 -0.7 0.5 -0.229
N -1.1348 1.1493 0.1920 1.2 1.3 -0.7 0.586
N 0.0772 0.5333 0.0096 1.4 -5.0 -0.2 -0.041
O -1.0945 2.3027 -0.1603 -1.6 0.6 0.3 -0.359
O -1.8971 0.4996 0.8201 -2.2 0.0 0.7 -0.347
O 0.8514 1.0726 -0.9528 -0.6 -0.2 -0.1 -0.488
S -0.4933 -1.5477 -0.4222 0.0 3.4 -0.1 0.427
H 1.4747 1.5195 -0.3820 1.0 0.4 -0.2 0.492
```
Forces are in eV/Å.

* calculated total energy: -22493.34734 eV
* ΔE to the lowest compared entry with this formula, charge and spin: 188.8 kcal per mole
* HOMO level: -10.554 eV
* Kohn-Sham gap: 7.855 eV

=====

2.
Density functional theory data (ωB97M-V/def2-TZVPD) for BBrClI as an isolated structure in a non-equilibrium geometry.

The geometry in XYZ format:
```
4
Properties=species:S:1:pos:R:3:forces:R:3:nbo_charge:R:1
Cl -1.7214 0.3211 -0.2674 -0.5 0.8 -0.3 -0.092
Br 1.0989 1.3318 0.9205 -0.4 -0.1 -0.7 -0.036
I 0.6378 -1.8213 -0.5008 0.5 0.0 -0.4 0.040
B -0.0153 0.1684 -0.1523 0.4 -0.7 1.4 0.088
```
Forces are in eV/Å.

* calculated total energy: -91344.21708 eV
* ΔE to the lowest compared entry with this formula, charge and spin: 2.8 kcal per mole
* HOMO level: -9.870 eV
* Kohn-Sham gap: 9.285 eV

=====

3.
Density functional theory data (ωB97M-V/def2-TZVPD) for the molecule C4H9NO2 in a non-equilibrium geometry.

The geometry in XYZ format:
```
16
Properties=species:S:1:pos:R:3:forces:R:3:nbo_charge:R:1
N 0.4528 1.0157 1.5410 -0.8 -1.2 0.9 -0.814
C 0.8410 0.3179 0.3416 -1.1 -3.2 -1.1 -0.160
C 1.5365 -1.0683 0.6208 2.1 2.9 -0.7 0.429
O 1.8880 -1.3787 1.7164 -0.3 -0.8 0.7 -0.532
C -0.3338 -0.5534 -0.3573 -2.5 4.8 0.1 -0.472
C -1.5057 0.4128 -0.8652 1.0 -0.8 -0.2 -0.059
O -1.2479 0.9208 -2.1873 0.6 -0.1 0.9 -0.710
H 1.0284 0.6657 2.3168 0.8 0.5 -0.4 0.379
H -0.3776 0.5112 1.8786 -0.4 0.7 -0.3 0.341
H 1.1716 1.0203 -0.4224 0.9 -0.4 0.0 0.210
H 1.7526 -1.6493 -0.2896 -0.1 -0.4 0.2 0.123
H -0.1119 -0.9387 -1.3471 0.6 -1.6 0.7 0.231
H -0.8407 -0.9999 0.4995 0.3 -1.5 -0.6 0.230
H -2.3824 -0.2074 -1.0246 -0.4 0.2 0.7 0.176
H -1.5599 1.1942 -0.1134 -0.7 0.3 -0.2 0.177
H -0.3111 0.7371 -2.3078 0.1 0.4 -0.5 0.451
```
Forces are in eV/Å.

* calculated total energy: -9876.62756 eV
* SMILES: N[C@@H](C=O)CCO
* ΔE to the lowest compared entry with this formula, charge and spin: 79.2 kcal per mole
* HOMO level: -9.894 eV
* Kohn-Sham gap: 10.568 eV

=====

4.
Density functional theory data (ωB97M-V/def2-TZVPD) for a 7-piece molecular cluster, C50H86BBr2FO9 overall in a non-equilibrium geometry.

The geometry in XYZ format:
```
149
Properties=species:S:1:pos:R:3:forces:R:3:mulliken_charge:R:1
C 5.5621 4.4294 1.3281 -0.2 0.1 -0.2 -1.143
C 5.0977 3.9212 -0.0409 0.1 -0.1 0.0 -0.586
B 4.1123 2.7147 0.1170 -0.1 -0.1 0.1 0.487
O 4.4264 1.4562 -0.2972 0.0 -0.1 -0.4 -0.633
C 2.6842 2.8151 0.7702 -0.5 0.2 0.3 0.055
C 1.6329 3.2492 -0.0469 0.1 -0.2 0.6 -0.955
C 0.3028 3.3000 0.3668 0.3 -0.4 0.3 0.124
C -0.7342 3.7030 -0.6440 0.0 -0.3 0.3 -1.582
C -1.4006 2.5553 -1.3684 -0.4 -0.6 -0.2 1.152
C -0.7087 1.3671 -1.6199 -0.7 -0.3 -0.4 -0.473
C -1.3210 0.2961 -2.2840 -0.3 0.7 0.3 -1.083
C -2.6451 0.3994 -2.6951 0.3 0.7 0.4 -0.435
C -3.3394 1.5883 -2.4600 0.8 -0.1 0.2 -1.219
C -2.7362 2.6761 -1.8080 0.4 -0.7 -0.1 1.232
C -3.5368 3.9198 -1.5752 0.0 -0.1 -0.2 -1.898
C 0.0413 2.9552 1.7085 0.9 -0.1 -0.6 0.381
C 1.0823 2.5251 2.5512 0.5 0.3 -1.1 0.784
C 2.4130 2.4313 2.0969 -0.6 0.0 -0.5 0.615
C 3.5253 1.9485 2.9753 -0.2 0.0 0.0 -2.002
C 0.7048 2.1775 3.9257 -0.4 0.6 -0.6 0.219
O 1.2310 1.3234 4.5715 0.9 -1.2 1.0 -0.636
C -0.3906 2.9645 4.5214 -0.6 0.5 -0.1 1.232
C -0.3539 3.1457 5.9945 -0.2 -0.4 0.0 -1.091
C -0.8767 1.9370 6.7727 -0.1 0.1 0.0 -0.392
F 0.1586 1.2786 7.3976 0.3 -0.2 0.2 -0.335
C -1.3659 3.4097 3.7209 0.5 -0.3 0.7 0.724
C -2.4814 4.2305 4.1766 -0.4 -0.1 0.1 -1.339
Br -2.0158 6.0561 4.3637 0.0 0.3 -0.1 -0.063
C -3.7260 3.8557 4.4296 0.4 0.1 0.0 0.675
C -4.8413 4.7420 4.8122 -0.3 0.2 0.1 -1.469
Br -4.1401 2.0361 4.4122 0.0 -0.7 -0.1 -0.140
C -1.3103 3.0464 2.2874 0.9 0.3 0.2 -0.161
O -2.3043 2.8871 1.6507 -1.5 -0.1 -1.0 -0.524
H 4.7219 4.7969 1.9007 -0.3 0.0 0.3 0.258
H 6.2628 5.2453 1.2273 0.3 0.2 0.0 0.497
H 6.0438 3.6416 1.8868 0.2 -0.2 0.3 0.318
H 4.6413 4.7463 -0.5748 -0.3 0.2 -0.2 0.306
H 5.9757 3.6353 -0.6124 0.2 -0.1 -0.3 0.330
H 5.1669 1.4405 -0.9118 0.3 -0.1 0.2 0.257
H 1.8400 3.5328 -1.0675 0.1 0.1 -0.2 0.451
H -0.2476 4.3266 -1.3844 0.1 0.4 -0.1 0.602
H -1.4908 4.2724 -0.1341 -0.3 0.4 0.1 0.544
H 0.3129 1.2461 -1.3087 0.3 0.1 0.2 0.426
H -0.7813 -0.6124 -2.4664 0.3 -0.3 0.0 0.524
H -3.1159 -0.4250 -3.1929 -0.2 -0.2 -0.2 0.465
H -4.3590 1.6702 -2.7939 -0.3 0.1 -0.1 0.573
H -4.1390 3.8296 -0.6814 -0.1 0.0 0.4 0.281
H -2.9174 4.8001 -1.4962 0.1 0.3 0.1 0.405
H -4.2125 4.0814 -2.4036 -0.2 0.0 -0.2 0.514
H 4.4477 1.8556 2.4232 0.3 0.0 -0.2 0.375
H 3.6832 2.6296 3.8017 0.1 0.2 0.3 0.264
H 3.2942 0.9904 3.4062 -0.1 -0.4 0.2 0.427
H -0.9388 4.0095 6.2631 -0.1 0.4 0.1 0.511
H 0.6738 3.2697 6.3018 0.3 0.3 0.2 0.421
H -1.3813 1.2350 6.1246 -0.2 -0.3 -0.2 0.239
H -1.5619 2.2558 7.5487 -0.2 0.1 0.2 0.317
H -5.7703 4.1980 4.8687 -0.2 -0.1 0.0 0.428
H -4.9531 5.5364 4.0895 0.0 0.3 -0.2 0.361
H -4.6462 5.1882 5.7786 0.0 0.2 0.3 0.344
C -3.6956 -3.2175 -6.7885 0.1 0.1 -0.1 -1.164
C -4.2351 -2.1363 -5.8676 -0.1 -0.1 0.0 -0.145
O -3.4984 -0.9302 -5.8973 0.1 0.0 0.2 -0.359
C -3.4293 -0.2663 -7.1442 0.0 0.1 -0.1 -0.370
C -4.7812 0.1558 -7.6930 -0.1 -0.1 0.1 -0.953
H -2.6452 -3.4126 -6.5688 0.0 0.0 0.0 0.304
H -4.2583 -4.1406 -6.6468 0.0 0.0 0.0 0.419
H -3.7755 -2.9391 -7.8404 0.0 0.0 0.0 0.269
H -4.1721 -2.4747 -4.8329 0.0 0.0 0.0 0.366
H -5.2951 -1.9481 -6.0793 0.0 0.0 0.0 0.140
H -2.8866 -0.8746 -7.8780 0.0 0.0 0.0 0.258
H -2.8193 0.6171 -6.9548 0.0 0.0 0.0 0.358
H -5.4126 -0.7006 -7.9356 0.0 0.0 0.0 0.230
H -4.6531 0.7384 -8.6054 0.0 0.0 0.0 0.448
H -5.3149 0.7683 -6.9652 0.0 0.0 0.0 0.208
C -7.7037 4.3093 -5.5624 0.0 -0.1 0.0 -1.043
C -8.0871 3.6113 -6.8566 0.0 0.1 0.0 -0.322
O -7.7631 2.2350 -6.8887 0.1 -0.1 -0.1 -0.412
C -8.3735 1.4276 -5.9002 0.0 -0.1 0.1 -0.080
C -9.8920 1.4190 -5.9529 0.0 0.1 -0.1 -1.229
H -6.6425 4.1682 -5.3537 0.0 0.0 0.0 0.244
H -7.9037 5.3778 -5.6436 0.0 0.0 0.0 0.421
H -8.2682 3.9315 -4.7088 0.0 0.0 0.0 0.269
H -7.5317 4.0467 -7.6871 0.0 0.0 0.0 0.344
H -9.1515 3.7634 -7.0722 0.0 0.0 0.0 0.297
H -8.0280 1.7132 -4.8997 0.0 0.0 0.0 0.263
H -7.9942 0.4231 -6.0893 0.0 0.0 0.0 0.251
H -10.3167 2.3977 -5.7256 0.0 0.0 0.0 0.283
H -10.2842 0.7114 -5.2224 0.0 0.0 0.0 0.405
H -10.2369 1.1240 -6.9446 0.0 0.0 0.0 0.311
C 7.4720 7.1399 5.4815 0.1 0.0 -0.1 -1.177
C 7.3344 5.9531 4.5432 -0.1 0.0 0.1 -0.194
O 8.0250 6.0998 3.3169 0.0 0.0 -0.1 -0.399
C 9.4268 6.2695 3.4074 0.1 0.0 0.0 -0.331
C 10.1518 5.1115 4.0723 -0.1 0.0 0.0 -1.068
H 7.1585 8.0580 4.9833 0.0 0.0 0.0 0.315
H 6.8470 6.9905 6.3620 0.0 0.0 0.0 0.395
H 8.4986 7.2757 5.8245 0.0 0.0 0.0 0.286
H 6.2893 5.8282 4.2591 0.0 0.0 0.0 0.252
H 7.6381 5.0291 5.0493 0.0 0.0 0.0 0.323
H 9.6706 7.2120 3.9112 0.0 0.0 0.0 0.310
H 9.7623 6.3678 2.3751 0.0 0.0 0.0 0.346
H 9.8778 5.0034 5.1225 0.0 0.0 0.0 0.266
H 11.2288 5.2733 4.0275 0.0 0.0 0.0 0.400
H 9.9185 4.1744 3.5652 0.0 0.0 0.0 0.281
C -1.0490 -6.1897 0.1527 -0.1 0.0 0.1 -0.686
C -0.7193 -5.0045 -0.7384 0.1 0.0 -0.1 -0.471
O -1.4824 -3.8448 -0.4669 -0.1 0.0 0.0 -0.420
C -1.3504 -3.3120 0.8400 0.0 0.1 0.1 -0.667
C 0.0661 -2.9030 1.2039 0.0 -0.1 -0.1 -0.835
H -2.1132 -6.4252 0.0999 0.0 0.0 0.0 0.320
H -0.4806 -7.0634 -0.1679 0.0 0.0 0.0 0.090
H -0.7987 -5.9977 1.1972 0.0 0.0 0.0 0.261
H -0.9436 -5.2509 -1.7766 0.0 0.0 0.0 0.383
H 0.3530 -4.7811 -0.6892 0.0 0.0 0.0 0.282
H -1.7479 -4.0106 1.5860 0.0 0.0 0.0 0.334
H -1.9999 -2.4377 0.8487 0.0 0.0 0.0 0.344
H 0.7514 -3.7505 1.2571 0.0 0.0 0.1 0.251
H 0.0697 -2.4157 2.1798 0.0 0.0 0.0 0.465
H 0.4582 -2.2027 0.4652 0.0 0.1 0.0 0.321
C 4.4357 -1.9880 0.8438 0.0 -0.1 0.1 -0.677
C 3.5741 -2.4306 2.0164 0.0 0.1 0.0 -0.080
O 3.4071 -3.8348 2.1190 -0.1 0.0 0.0 -0.333
C 4.5929 -4.5851 2.2901 0.1 -0.1 0.0 -0.392
C 5.3735 -4.2396 3.5474 -0.1 0.1 0.0 -1.037
H 4.0483 -2.3877 -0.0949 0.0 0.0 0.0 0.299
H 4.4350 -0.8996 0.7823 0.0 0.0 0.0 -0.054
H 5.4696 -2.3218 0.9502 0.0 0.0 0.0 0.321
H 2.5651 -2.0371 1.9013 0.0 0.0 0.0 0.075
H 3.9665 -2.0211 2.9544 0.0 0.0 0.0 0.287
H 5.2368 -4.4980 1.4067 0.0 0.0 0.0 0.320
H 4.2622 -5.6228 2.3379 0.0 0.0 0.0 0.357
H 5.7621 -3.2208 3.5219 0.0 0.0 0.0 0.248
H 6.2229 -4.9146 3.6543 0.0 0.0 0.0 0.392
H 4.7380 -4.3355 4.4285 0.0 0.0 0.0 0.288
C -0.0822 -13.1221 -0.7689 -0.1 0.1 0.1 -1.017
C 0.2226 -11.9165 -1.6421 0.1 -0.1 0.0 -0.325
O -0.5443 -10.7683 -1.3345 -0.1 0.1 0.0 -0.420
C -0.3930 -10.2564 -0.0242 0.0 0.1 0.1 -0.258
C 1.0229 -9.8202 0.3140 0.0 -0.1 -0.1 -1.155
H -1.1455 -13.3614 -0.8074 0.0 0.0 0.0 0.289
H 0.4822 -13.9862 -1.1197 0.0 0.0 0.0 0.383
H 0.1878 -12.9528 0.2744 0.0 0.0 0.0 0.264
H -0.0214 -12.1431 -2.6797 0.0 0.0 0.0 0.332
H 1.2939 -11.6852 -1.6117 0.0 0.0 0.0 0.294
H -0.7609 -10.9756 0.7169 0.0 0.0 0.0 0.304
H -1.0584 -9.3946 0.0227 0.0 0.0 0.0 0.277
H 1.7198 -10.6593 0.3269 0.0 0.0 0.0 0.386
H 1.0438 -9.3580 1.3012 0.0 0.0 0.0 0.381
H 1.3833 -9.0961 -0.4181 0.0 0.0 0.0 0.303
```
Forces are in eV/Å.

* calculated total energy: -215149.93058 eV
* SMILES: CCB(O)c1cc(Cc2ccccc2C)c2c(c1C)C(=O)C(CCF)=C(/C(Br)=C(/C)Br)C2=O.CCOCC.CCOCC.CCOCC.CCOCC.CCOCC.CCOCC
* HOMO level: -8.367 eV
* Kohn-Sham gap: 7.592 eV

=====

5.
Density functional theory data (ωB97M-V/def2-TZVPD) for the molecule C4H12N2O in a non-equilibrium geometry.

The geometry in XYZ format:
```
19
Properties=species:S:1:pos:R:3:forces:R:3:nbo_charge:R:1
N 2.0404 1.1173 -1.1232 0.4 -0.2 0.1 -0.838
C 1.7639 -0.3103 -1.2066 -0.8 -0.6 0.7 -0.229
C 1.2848 -0.9020 0.1362 0.3 -1.0 -0.1 -0.225
N 0.2156 -0.1464 0.7294 0.0 0.4 0.2 -0.651
C -1.0876 -0.3021 0.0959 0.8 0.6 0.2 -0.234
C -2.1080 0.4838 0.8866 -0.8 -0.6 -0.8 -0.067
O -3.3307 0.5034 0.1269 0.3 0.1 0.2 -0.721
H 3.0342 1.2530 -0.9775 0.0 0.1 0.0 0.350
H 1.5825 1.4463 -0.2757 -0.1 0.1 -0.1 0.367
H 2.6073 -0.9311 -1.4970 0.3 0.3 -0.3 0.191
H 0.9678 -0.5047 -1.9299 0.1 0.1 -0.2 0.173
H 1.0127 -1.9680 -0.0161 -0.2 0.2 -0.3 0.160
H 2.1200 -0.9965 0.8302 0.1 0.5 0.2 0.192
H 0.1880 -0.1948 1.7365 0.0 -0.3 0.0 0.366
H -0.9824 0.1682 -0.8820 -0.4 -0.1 -0.2 0.199
H -1.3532 -1.3482 -0.0371 -0.3 -0.3 0.0 0.173
H -2.3204 0.0093 1.8481 0.3 0.1 0.2 0.157
H -1.7212 1.4873 0.9986 0.1 0.3 0.3 0.171
H -3.9137 1.1355 0.5567 -0.1 0.0 -0.1 0.467
```
Forces are in eV/Å.

* calculated total energy: -9369.60099 eV
* SMILES: NCCNCCO
* ΔE to the lowest compared entry with this formula, charge and spin: 36.7 kcal per mole
* HOMO level: -8.805 eV
* Kohn-Sham gap: 9.732 eV

=====

6.
Density functional theory data (ωB97M-V/def2-TZVPD) for C4H6O2Pt as an isolated structure in a non-equilibrium geometry.

The geometry in XYZ format:
```
13
Properties=species:S:1:pos:R:3:forces:R:3:lowdin_spin:R:1
C -0.0403 -2.6304 1.2305 -0.3 -0.6 0.0 0.004
O -0.1217 -3.7667 1.9644 -0.3 0.0 -0.2 0.002
H -1.0330 -2.2683 0.9571 0.3 0.0 0.2 0.001
H 0.7295 -4.2161 2.0248 0.1 0.2 0.1 0.000
C 0.5700 -2.0408 -2.0147 2.7 -2.5 0.0 1.476
C 1.0239 -1.4060 -0.8049 -1.9 2.5 -0.2 0.264
C 1.1208 -2.2461 0.4361 0.4 -0.4 -0.6 0.042
O 0.8338 -1.5864 1.6964 -0.6 0.7 -0.7 0.012
Pt 2.1456 -1.5306 3.1715 0.7 -0.1 0.9 -0.001
H 1.3434 -2.7729 -2.3175 -1.2 -0.2 -1.5 0.117
H 0.1060 -0.7485 -0.7719 1.1 0.6 1.3 0.040
H 1.9585 -0.8249 -1.0511 -0.8 -0.3 0.6 0.040
H 2.0004 -2.8982 0.4861 -0.3 0.2 0.1 0.002
```
Forces are in eV/Å.

* calculated total energy: -11577.48356 eV
* ΔE to the lowest compared entry with this formula, charge and spin: 58.3 kcal per mole
* HOMO level (alpha / beta): -7.297 / -7.329 eV
* spin multiplicity: 3
* Kohn-Sham gap (alpha / beta): 7.158 / 6.096 eV